(1)
A structure of composition C21H29FeN4O4S. Source: the Open Molecules 2025 dataset; level of theory: ωB97M-V/def2-TZVPD.

Geometry as ORCA input:
```
! RIJCOSX wB97M-V def2-TZVPD def2/J DEFGRID3
* xyz 2 6
Fe 0.01 0.18 -0.12
C 1.66 -1.93 -1.41
C 1.43 -0.96 -2.38
C 0.14 -0.73 -2.84
C -0.93 -1.45 -2.30
C -0.71 -2.38 -1.30
C 0.59 -2.63 -0.85
H 2.67 -2.16 -1.10
H 2.27 -0.42 -2.82
H -0.04 -0.01 -3.63
H -1.93 -1.29 -2.68
H -1.54 -2.94 -0.88
H 0.77 -3.38 -0.10
N 1.91 -0.31 0.95
C 2.39 0.39 2.18
C 2.09 1.90 2.14
C 0.60 2.00 1.94
O -0.22 2.05 2.82
O 0.24 1.87 0.68
H 1.75 -1.28 1.21
H 2.65 -0.31 0.26
H 3.46 0.21 2.31
H 1.86 -0.06 3.02
H 2.61 2.37 1.31
H 2.40 2.36 3.07
O 0.06 -1.75 2.74
C -0.90 -1.07 2.40
O -1.12 -0.57 1.24
C -1.99 -0.74 3.42
N -1.59 -1.36 4.73
C -2.68 -2.32 5.16
C -3.91 -1.75 4.47
C -3.38 -1.32 3.10
H -2.01 0.35 3.55
H -1.44 -0.64 5.44
H -0.68 -1.83 4.57
H -2.72 -2.35 6.24
H -2.41 -3.30 4.77
H -4.30 -0.90 5.02
H -4.71 -2.49 4.40
H -4.00 -0.59 2.61
H -3.28 -2.18 2.44
N -2.27 2.98 0.48
C -2.25 2.74 -0.83
S -1.59 1.28 -1.50
N -2.87 3.59 -1.64
C -2.91 3.64 -3.06
C -1.76 3.52 -3.83
C -1.86 3.63 -5.21
C -3.09 3.87 -5.81
C -4.23 4.01 -5.03
C -4.14 3.89 -3.65
H -1.72 2.40 1.09
H -2.59 3.87 0.83
H -3.46 4.28 -1.19
H -0.80 3.38 -3.37
H -0.97 3.56 -5.82
H -3.16 3.97 -6.89
H -5.19 4.22 -5.49
H -5.03 3.99 -3.04
*
```

max |F|	0.60	eV/A
⟨S²⟩	8.76
LUMO level (spin up / spin down)	-4.92 / -7.40	eV
E_HOMO (spin up / spin down)	-13.619 / -13.604	eV
orbital gap (spin up / spin down)	8.699 / 6.201	eV

Mulliken atomic charge list, values in e, 8 entries: atom 1 (Fe): 0.71, atom 2 (C): -1.00, atom 3 (C): -0.11, atom 4 (C): -0.65, atom 5 (C): -0.48, atom 6 (C): -0.38, atom 7 (C): -0.07, atom 8 (H): 0.61



(2)
An isolated molecule of C21H29N3O4S. Source: the Open Molecules 2025 dataset; level of theory: ωB97M-V/def2-TZVPD.

Geometry as ORCA input:
```
! RIJCOSX wB97M-V def2-TZVPD def2/J DEFGRID3
* xyz 0 1
C -2.73 -3.61 0.65
H -2.82 -4.69 0.55
H -2.45 -3.39 1.67
H -1.94 -3.26 -0.01
C -4.08 -2.96 0.30
N -4.08 -1.52 0.16
C -3.58 -0.81 1.32
C -3.87 0.68 1.16
N -3.22 1.18 -0.04
C -3.71 0.46 -1.19
C -3.40 -1.03 -1.03
H -3.77 -1.58 -1.90
H -2.31 -1.16 -0.96
H -3.22 0.84 -2.09
H -4.80 0.58 -1.31
C -3.27 2.63 -0.15
H -3.22 2.90 -1.21
C -2.06 3.22 0.57
N -0.89 2.56 0.07
C 0.31 3.14 -0.10
O 0.58 4.28 0.23
C 1.31 2.24 -0.73
C 2.65 2.39 -0.94
C 3.09 1.22 -1.58
C 1.99 0.42 -1.73
O 0.90 1.03 -1.21
C 1.81 -0.95 -2.22
H 2.72 -1.37 -2.63
H 0.98 -1.05 -2.92
S 1.32 -1.99 -0.75
O -0.10 -1.81 -0.56
O 1.78 -3.33 -0.99
C 2.32 -1.25 0.55
C 3.66 -1.54 0.40
C 4.60 -0.96 1.24
C 4.17 -0.08 2.22
C 2.83 0.18 2.38
C 1.86 -0.40 1.55
C 0.42 -0.10 1.80
H -0.20 -0.43 0.97
H 0.28 0.96 1.98
H 0.10 -0.64 2.69
H 2.50 0.86 3.15
H 4.89 0.39 2.87
H 5.65 -1.19 1.12
H 3.95 -2.23 -0.37
H 4.09 0.99 -1.89
H 3.23 3.25 -0.66
H -1.05 1.60 -0.22
H -1.96 4.30 0.39
H -2.15 3.07 1.65
H -4.20 3.05 0.26
H -3.48 1.22 2.03
H -4.96 0.84 1.11
H -4.10 -1.19 2.21
H -2.50 -0.94 1.45
H -4.44 -3.37 -0.65
H -4.81 -3.20 1.07
*
```

max |F|	1.20	eV/A
LUMO level	0.53	eV
E_HOMO	-8.289	eV
orbital gap	8.819	eV

Mulliken atomic charge list, values in e, 8 entries: atom 1 (C): -0.80, atom 2 (H): 0.42, atom 3 (H): 0.26, atom 4 (H): 0.12, atom 5 (C): -0.75, atom 6 (N): -0.09, atom 7 (C): -0.42, atom 8 (C): -1.21



(3)
An isolated molecule of C21H29N3O6S. Source: the Open Molecules 2025 dataset; level of theory: ωB97M-V/def2-TZVPD.

Geometry as ORCA input:
```
! RIJCOSX wB97M-V def2-TZVPD def2/J DEFGRID3
* xyz 0 1
C -7.34 -3.70 -1.39
C -6.65 -2.39 -1.01
O -6.60 -2.32 0.40
C -6.24 -1.07 0.93
C -4.75 -0.70 0.74
H -4.39 -0.22 1.65
C -4.50 0.25 -0.43
N -3.10 0.55 -0.56
C -2.58 1.74 -0.25
O -3.23 2.71 0.11
C -1.09 1.83 -0.39
C -0.54 3.05 -0.13
N 0.77 3.35 -0.19
C 1.67 2.36 -0.52
C 3.06 2.60 -0.57
C 3.93 1.59 -0.92
C 3.44 0.33 -1.24
C 2.10 0.07 -1.19
C 1.19 1.07 -0.82
C -0.24 0.72 -0.75
O -0.62 -0.42 -0.98
H 1.71 -0.90 -1.45
S 4.60 -0.98 -1.62
O 5.87 -0.39 -1.94
O 4.00 -1.89 -2.55
N 4.79 -1.80 -0.19
C 3.66 -2.56 0.28
H 3.26 -3.11 -0.57
C 4.15 -3.53 1.37
H 3.32 -4.06 1.82
O 4.79 -2.82 2.41
C 5.89 -2.09 1.94
H 6.32 -1.58 2.80
C 5.46 -1.08 0.87
H 6.32 -0.57 0.44
H 4.78 -0.34 1.33
H 6.64 -2.77 1.50
H 4.85 -4.24 0.92
H 2.89 -1.90 0.71
H 4.99 1.76 -0.98
H 3.46 3.57 -0.34
C 1.19 4.69 0.16
C 1.64 4.78 1.62
H 0.82 4.50 2.27
H 2.47 4.11 1.81
H 1.94 5.79 1.86
H 1.99 5.01 -0.51
H 0.34 5.36 0.00
H -1.21 3.85 0.14
H -2.45 -0.20 -0.80
H -4.86 -0.19 -1.37
H -5.02 1.19 -0.26
H -4.19 -1.63 0.60
H -6.46 -1.16 2.00
H -6.87 -0.27 0.51
H -7.21 -1.53 -1.41
H -5.64 -2.37 -1.43
H -8.35 -3.71 -0.99
H -6.79 -4.54 -0.98
H -7.39 -3.79 -2.47
*
```

max |F|	1.02	eV/A
LUMO level	-0.26	eV
E_HOMO	-8.927	eV
orbital gap	8.670	eV

Mulliken atomic charge list, values in e, 8 entries: atom 1 (C): -1.36, atom 2 (C): -0.02, atom 3 (O): -0.38, atom 4 (C): -0.61, atom 5 (C): -0.45, atom 6 (H): 0.40, atom 7 (C): -1.04, atom 8 (N): -0.05



(4)
An isolated molecule of C21H29N5O2S. Source: the Open Molecules 2025 dataset; level of theory: ωB97M-V/def2-TZVPD.

Geometry as ORCA input:
```
! RIJCOSX wB97M-V def2-TZVPD def2/J DEFGRID3
* xyz 0 1
C -6.22 -3.93 0.61
H -6.56 -3.87 -0.42
H -6.34 -4.95 0.96
H -6.83 -3.27 1.22
C -4.74 -3.52 0.69
C -4.54 -2.14 0.21
N -3.86 -1.81 -0.83
N -3.83 -0.51 -1.10
C -4.48 0.21 -0.25
N -4.64 1.56 -0.27
C -3.85 2.55 -0.85
O -4.08 3.70 -0.56
C -2.81 2.13 -1.85
H -3.12 2.48 -2.83
C -1.48 2.77 -1.47
C -1.15 2.40 -0.03
O -1.96 1.81 0.67
N 0.04 2.80 0.46
C 1.13 3.40 -0.27
H 0.81 3.74 -1.25
C 2.27 2.38 -0.41
N 2.71 1.99 0.91
C 1.62 1.38 1.65
C 0.46 2.37 1.77
H -0.39 1.91 2.27
H 0.79 3.25 2.34
H 1.98 1.12 2.65
H 1.25 0.46 1.15
C 3.95 1.21 0.93
C 3.89 -0.13 0.23
C 4.02 -0.15 -1.15
C 3.90 -1.32 -1.87
C 3.65 -2.52 -1.22
C 3.56 -2.50 0.16
C 3.68 -1.33 0.90
C 3.60 -1.43 2.40
H 2.65 -1.04 2.77
H 4.41 -0.87 2.87
H 3.68 -2.47 2.71
H 3.40 -3.44 0.69
C 3.48 -3.80 -1.98
H 2.43 -3.98 -2.18
H 4.00 -3.76 -2.94
H 3.86 -4.65 -1.41
H 4.00 -1.31 -2.95
H 4.23 0.77 -1.68
H 4.71 1.83 0.45
H 4.23 1.10 1.98
H 3.11 2.85 -0.93
H 1.92 1.53 -1.00
H 1.49 4.26 0.30
H -1.56 3.86 -1.53
H -0.70 2.43 -2.15
H -2.72 1.04 -1.87
H -5.26 1.93 0.45
S -5.26 -0.74 1.02
H -4.41 -3.59 1.73
H -4.13 -4.18 0.08
*
```

max |F|	1.50	eV/A
LUMO level	0.66	eV
E_HOMO	-8.618	eV
orbital gap	9.276	eV

Mulliken atomic charge list, values in e, 8 entries: atom 1 (C): -1.09, atom 2 (H): 0.32, atom 3 (H): 0.33, atom 4 (H): 0.33, atom 5 (C): -0.28, atom 6 (C): 0.37, atom 7 (N): -0.85, atom 8 (N): 0.05



(5)
A structure of composition C21H29N8O3PS8Y. Source: the Open Molecules 2025 dataset; level of theory: ωB97M-V/def2-TZVPD.

Geometry as ORCA input:
```
! RIJCOSX wB97M-V def2-TZVPD def2/J DEFGRID3
* xyz -2 2
Y 0.38 0.20 -0.82
N -2.79 -0.11 -4.25
C -3.67 -1.18 -4.07
C -4.92 -1.19 -4.68
C -5.75 -2.29 -4.56
C -5.36 -3.38 -3.79
C -4.13 -3.36 -3.15
C -3.27 -2.28 -3.31
S -1.67 -2.29 -2.61
N -1.30 -0.64 -2.44
C -1.88 0.25 -3.23
C -1.59 1.63 -3.08
C -2.08 2.64 -3.96
C -1.88 3.96 -3.67
C -1.18 4.31 -2.50
C -0.65 3.29 -1.74
N -0.80 1.99 -2.00
H -3.25 0.69 -4.65
H -5.22 -0.33 -5.27
H -6.72 -2.29 -5.05
H -6.02 -4.23 -3.67
H -3.82 -4.18 -2.52
H -2.58 2.38 -4.88
H -2.25 4.72 -4.34
H -1.03 5.34 -2.20
H -0.08 3.52 -0.85
C 4.07 -4.57 -0.83
C 3.28 -4.57 0.46
O 3.23 -3.24 0.99
P 1.83 -2.45 1.01
S 2.18 -0.59 1.54
S 0.86 -2.68 -0.71
O 1.10 -3.31 2.16
C -0.28 -3.06 2.49
C -0.40 -2.17 3.71
H 4.16 -5.59 -1.22
H 5.07 -4.17 -0.67
H 3.56 -3.96 -1.57
H 3.76 -5.19 1.22
H 2.27 -4.95 0.29
H -0.72 -4.05 2.67
H -0.80 -2.62 1.64
H 0.11 -2.62 4.56
H -1.46 -2.04 3.95
H 0.02 -1.19 3.50
S -1.40 4.12 3.44
S -2.01 2.17 3.38
S -2.37 1.81 1.31
S -1.67 -0.11 1.01
O 2.90 0.04 -4.90
S 1.72 0.06 -4.02
N 1.90 0.16 -2.56
C 1.52 1.60 4.79
C 2.58 2.68 4.54
C 3.92 2.06 4.13
C 2.09 3.72 3.53
N 1.91 3.18 2.20
C 0.95 2.39 1.74
N 1.22 2.14 0.47
N 2.33 2.83 0.16
N 2.75 3.47 1.18
H 1.81 0.97 5.63
H 1.42 0.94 3.92
H 0.55 2.05 4.99
H 2.72 3.24 5.47
H 3.82 1.51 3.20
H 4.26 1.36 4.89
H 4.68 2.83 3.99
H 2.81 4.53 3.43
H 1.12 4.11 3.85
H 0.12 1.99 2.31
*
```

max |F|	0.35	eV/A
⟨S²⟩	0.77
LUMO level (spin up / spin down)	4.13 / 4.13	eV
E_HOMO (spin up / spin down)	-0.871 / -1.213	eV
orbital gap (spin up / spin down)	5.004 / 5.341	eV

Mulliken atomic charge list, values in e, 8 entries: atom 1 (Y): 0.66, atom 2 (N): -0.20, atom 3 (C): 0.03, atom 4 (C): -0.66, atom 5 (C): -0.53, atom 6 (C): -0.61, atom 7 (C): -0.60, atom 8 (C): 0.65



(6)
A structure of composition C21H30BCuN4O4S2. Source: the Open Molecules 2025 dataset; level of theory: ωB97M-V/def2-TZVPD.

Geometry as ORCA input:
```
! RIJCOSX wB97M-V def2-TZVPD def2/J DEFGRID3
* xyz -1 2
Cu -0.11 0.42 -0.02
C -1.92 1.17 3.44
C -1.68 1.49 1.98
O -1.74 0.55 1.18
C -1.41 2.86 1.60
C -1.69 3.91 2.50
C -1.43 5.22 2.20
C -0.86 5.54 0.96
C -0.56 4.55 0.06
C -0.84 3.18 0.31
O -0.55 2.32 -0.58
H -1.83 0.10 3.58
H -2.94 1.48 3.72
H -1.21 1.68 4.10
H -2.14 3.66 3.45
H -1.68 6.01 2.91
H -0.63 6.57 0.72
H -0.12 4.80 -0.90
S 4.03 -0.90 1.24
C 3.18 -0.08 2.49
C 1.99 0.36 2.01
N 1.74 0.06 0.69
C 2.72 -0.59 0.16
H 3.60 0.03 3.48
H 1.25 0.91 2.58
H 2.73 -0.95 -0.86
C 2.79 0.77 -4.58
C 1.53 0.96 -3.75
C 1.53 2.37 -3.15
O 1.54 0.02 -2.67
B 0.22 -0.40 -2.45
O -0.61 0.00 -3.50
C 0.20 0.62 -4.50
C 0.39 -0.41 -5.61
C -0.53 1.84 -5.06
H 3.66 1.01 -3.95
H 2.78 1.44 -5.44
H 2.90 -0.26 -4.92
H 2.46 2.49 -2.58
H 0.71 2.48 -2.44
H 1.49 3.13 -3.92
H 0.89 -1.31 -5.22
H 0.98 0.00 -6.44
H -0.59 -0.71 -5.98
H -0.89 2.46 -4.24
H -1.39 1.50 -5.64
H 0.13 2.42 -5.71
N -0.54 -2.29 -0.73
C -0.22 -1.29 -1.30
C -2.83 -5.21 4.08
N -2.12 -4.37 3.12
C -0.87 -3.91 3.40
S -0.44 -2.33 3.20
N 0.03 -4.85 3.84
C -0.06 -6.25 3.46
H -3.83 -4.82 4.25
H -2.31 -5.22 5.04
H -2.93 -6.24 3.73
H -2.67 -3.63 2.71
H 0.95 -4.46 3.88
H -0.77 -6.79 4.08
H 0.92 -6.71 3.60
H -0.35 -6.37 2.41
*
```

max |F|	1.42	eV/A
⟨S²⟩	0.76
LUMO level (spin up / spin down)	2.36 / 2.35	eV
E_HOMO (spin up / spin down)	-0.758 / -3.973	eV
orbital gap (spin up / spin down)	3.114 / 6.319	eV

Mulliken atomic charge list, values in e, 8 entries: atom 1 (Cu): -0.34, atom 2 (C): -1.43, atom 3 (C): 1.09, atom 4 (O): -0.71, atom 5 (C): 0.44, atom 6 (C): -0.73, atom 7 (C): -0.82, atom 8 (C): -0.42



(7)
A structure of composition C21H30BaN3O5. Source: the Open Molecules 2025 dataset; level of theory: ωB97M-V/def2-TZVPD.

Geometry as ORCA input:
```
! RIJCOSX wB97M-V def2-TZVPD def2/J DEFGRID3
* xyz -1 1
Ba -0.04 0.05 0.66
C -0.07 -4.58 -0.62
C -0.06 -3.62 0.56
C 1.33 -3.08 0.83
O -1.01 -2.61 0.52
H -1.05 -4.83 -1.04
H 0.28 -5.57 -0.32
H 0.57 -4.13 -1.39
H -0.26 -4.22 1.47
H 1.65 -2.47 -0.02
H 2.12 -3.84 0.95
H 1.46 -2.52 1.77
C -5.90 -0.24 -1.59
C -4.65 -0.74 -1.10
C -3.51 0.34 -0.89
O -2.39 -0.03 -0.47
C -3.79 1.70 -1.17
C -5.07 2.12 -1.59
C -6.19 1.11 -1.79
O -7.40 1.45 -1.90
O -5.24 3.38 -1.60
O -4.37 -1.89 -0.77
H -6.75 -0.90 -1.72
H -2.98 2.39 -1.01
C 5.28 -3.11 0.22
C 5.24 -2.49 -1.21
C 3.89 -1.92 -1.71
C 3.30 -0.86 -0.86
N 2.77 -0.05 -0.25
H 6.33 -3.40 0.36
H 4.71 -4.04 0.27
H 4.98 -2.45 1.03
H 5.56 -3.20 -1.96
H 5.93 -1.65 -1.10
H 3.18 -2.74 -1.78
H 4.05 -1.50 -2.70
C 1.64 2.74 5.37
C 1.02 1.58 6.15
C 1.58 0.23 5.71
C 1.45 -0.03 4.26
N 1.33 -0.16 3.13
H 1.03 3.63 5.39
H 1.72 2.43 4.33
H 2.66 2.98 5.69
H -0.07 1.63 6.03
H 1.25 1.77 7.20
H 1.07 -0.63 6.15
H 2.61 0.12 6.04
C -2.34 4.23 -4.94
C -2.11 3.38 -3.67
C -0.76 3.72 -3.07
C -0.48 2.80 -1.96
N -0.22 2.11 -1.08
H -3.40 4.13 -5.18
H -1.79 3.81 -5.78
H -2.05 5.25 -4.69
H -2.33 2.33 -3.85
H -2.88 3.77 -2.99
H -0.89 4.66 -2.51
H 0.05 3.65 -3.80
*
```

max |F|	3.22	eV/A
LUMO level	1.32	eV
E_HOMO	-2.224	eV
orbital gap	3.541	eV

Mulliken atomic charge list, values in e, 8 entries: atom 1 (Ba): 1.71, atom 2 (C): -1.33, atom 3 (C): 0.80, atom 4 (C): -0.58, atom 5 (O): -0.77, atom 6 (H): 0.34, atom 7 (H): 0.37, atom 8 (H): 0.19



(8)
A cluster of 5 separate species, C21H30BrIN4O8 in total. Source: the Open Molecules 2025 dataset; level of theory: ωB97M-V/def2-TZVPD.

Geometry as ORCA input:
```
! RIJCOSX wB97M-V def2-TZVPD def2/J DEFGRID3
* xyz 0 1
Br 0.11 -0.45 2.44
C -0.79 -0.37 0.62
C 0.31 -0.71 -0.58
C 0.31 0.42 -1.78
C 1.10 1.75 -1.12
N 0.23 2.82 -0.75
N 0.84 3.84 -0.20
C 2.26 3.69 -0.14
I 3.31 5.46 0.75
N 3.14 2.64 -0.54
N 2.52 1.60 -1.03
H -1.66 -1.17 0.65
H -1.25 0.70 0.52
H 1.36 -0.80 -0.02
H 0.09 -1.77 -1.04
H -0.82 0.69 -2.03
H 0.90 0.04 -2.73
O -3.49 1.43 -1.17
C -3.73 2.18 -2.10
O -4.94 2.75 -2.34
C -4.89 3.47 -3.57
C -3.43 3.76 -3.80
C -2.75 2.56 -3.18
H -5.32 2.85 -4.36
H -5.47 4.39 -3.49
H -3.18 3.90 -4.86
H -3.14 4.67 -3.26
H -2.66 1.73 -3.89
H -1.78 2.82 -2.76
O -3.68 -1.66 1.91
C -3.90 -1.38 3.07
O -3.94 -2.30 4.08
C -4.33 -1.65 5.29
C -4.00 -0.20 5.09
C -4.21 -0.02 3.60
H -5.40 -1.82 5.45
H -3.78 -2.08 6.14
H -4.60 0.48 5.70
H -2.94 -0.02 5.33
H -5.25 0.23 3.37
H -3.53 0.73 3.19
O 1.40 -1.71 -3.23
C 1.47 -2.92 -3.30
O 2.06 -3.60 -4.33
C 1.87 -5.00 -4.15
C 1.60 -5.17 -2.67
C 0.89 -3.89 -2.32
H 1.02 -5.32 -4.76
H 2.76 -5.54 -4.46
H 1.02 -6.07 -2.44
H 2.55 -5.23 -2.13
H -0.19 -3.96 -2.47
H 1.11 -3.58 -1.29
O 5.64 -1.05 4.66
C 5.40 -0.30 3.72
O 4.19 0.27 3.49
C 4.24 0.99 2.25
C 5.70 1.28 2.02
C 6.38 0.08 2.65
H 3.81 0.37 1.47
H 3.66 1.91 2.34
H 5.95 1.42 0.97
H 5.99 2.18 2.57
H 6.47 -0.75 1.94
H 7.35 0.34 3.07
*
```

max |F|	4.28	eV/A
LUMO level	-0.99	eV
E_HOMO	-9.639	eV
orbital gap	8.645	eV

Mulliken atomic charge list, values in e, 8 entries: atom 1 (Br): -0.23, atom 2 (C): -0.43, atom 3 (C): -0.04, atom 4 (C): -0.11, atom 5 (C): 0.47, atom 6 (N): 0.15, atom 7 (N): -0.61, atom 8 (C): 0.36